No. 1
Here is C22H37N4O6PPdS as an isolated structure from the OMol25 dataset. Energies are from ωB97M-V/def2-TZVPD.

Values from the calculation:
Electronic energy ... -65269.14478 eV
E_HOMO ... -0.46 eV
LUMO ... 4.424 eV
Relative energy (zero: lowest compared OMol25 entry of this formula, charge and spin) ... 9.2 kcal/mol
Strongest force on any atom ... 0.012 Eh/bohr

```
! RIJCOSX wB97M-V def2-TZVPD def2/J DEFGRID3
* xyz -2 1
Pd 0.877 -1.266 -0.068
C -4.278 0.941 -4.338
C -3.391 -0.260 -4.132
C -3.391 -1.314 -5.047
C -2.572 -2.417 -4.863
C -1.736 -2.477 -3.756
C -1.727 -1.439 -2.835
C -2.555 -0.340 -3.024
S -0.670 -3.903 -3.570
O 0.172 -3.915 -4.752
O -1.560 -5.057 -3.456
N 0.106 -3.523 -2.293
C 0.340 -4.160 -1.137
C 0.152 -5.556 -0.939
C 0.446 -6.122 0.275
C 0.935 -5.321 1.311
C 1.085 -3.973 1.056
N 0.801 -3.383 -0.114
H -4.656 0.983 -5.362
H -3.734 1.866 -4.137
H -5.140 0.923 -3.666
H -4.037 -1.262 -5.919
H -2.570 -3.231 -5.578
H -1.061 -1.472 -1.978
H -2.518 0.448 -2.278
H -0.236 -6.133 -1.765
H 0.301 -7.187 0.424
H 1.186 -5.720 2.284
H 1.452 -3.306 1.826
N 3.737 -1.558 1.859
C 4.368 -0.245 1.765
C 4.858 0.156 0.370
N 3.843 0.328 -0.655
H 2.831 -1.518 1.371
H 4.286 -2.236 1.337
H 5.218 -0.204 2.460
H 3.638 0.494 2.107
H 5.575 -0.603 0.028
H 5.425 1.091 0.461
H 3.307 -0.532 -0.789
H 3.127 0.973 -0.326
C -0.116 5.369 0.724
C -0.861 4.082 0.384
C -2.091 3.940 1.277
C -1.260 4.081 -1.089
O 0.092 3.047 0.629
P -0.284 1.455 0.703
O -1.459 1.153 -0.144
O 1.049 0.799 0.522
O -0.778 1.326 2.246
C 0.074 1.206 3.396
C -0.852 1.494 4.574
C 0.620 -0.211 3.490
C 1.203 2.233 3.365
H -0.748 6.241 0.538
H 0.786 5.447 0.114
H 0.180 5.364 1.776
H -2.764 4.787 1.113
H -1.796 3.918 2.327
H -2.617 3.013 1.047
H -1.927 4.921 -1.302
H -1.758 3.143 -1.330
H -0.367 4.173 -1.710
H -1.688 0.793 4.564
H -1.249 2.510 4.504
H -0.311 1.389 5.518
H -0.203 -0.927 3.549
H 1.247 -0.315 4.381
H 1.207 -0.458 2.606
H 0.794 3.241 3.273
H 1.857 2.046 2.513
H 1.788 2.169 4.286
*
```

---

No. 2
Here is C22H37OPdSe4Si3Te as an isolated structure from the OMol25 dataset. Energies are from ωB97M-V/def2-TZVPD.

Values from the calculation:
Electronic energy ... -321259.20489 eV
E_HOMO (alpha / beta) ... -4.08 / -4.07 eV
LUMO (alpha / beta) ... 1.221 / 1.225 eV
Relative energy (zero: lowest compared OMol25 entry of this formula, charge and spin) ... 21.9 kcal/mol
Strongest force on any atom ... 0.030 Eh/bohr

```
! RIJCOSX wB97M-V def2-TZVPD def2/J DEFGRID3
* xyz -1 1
Pd -0.160 -0.811 0.776
Se -0.587 0.192 3.044
Se -0.814 -2.090 2.993
Se -2.701 -2.731 1.723
Se -1.971 -2.443 -0.466
C -0.437 -1.143 -3.663
O 0.067 -0.810 -2.384
Si 1.682 -1.032 -1.960
C 2.568 0.266 -2.999
C 2.173 -2.660 -2.772
C 1.969 -0.943 -0.160
Si 2.581 0.665 0.534
C 3.033 0.779 2.357
C 4.256 1.146 -0.231
C 1.456 2.140 0.154
Si 2.371 -2.525 0.721
C 2.758 -2.369 2.561
C 1.233 -4.013 0.481
C 4.025 -3.230 0.077
H 0.162 -0.701 -4.471
H -1.456 -0.759 -3.739
H -0.469 -2.229 -3.807
H 2.228 0.214 -4.042
H 3.649 0.080 -2.993
H 2.393 1.286 -2.640
H 1.852 -2.676 -3.821
H 1.743 -3.533 -2.271
H 3.262 -2.759 -2.761
H 3.945 0.209 2.566
H 2.252 0.444 3.038
H 3.242 1.836 2.572
H 4.974 0.327 -0.083
H 4.662 2.041 0.267
H 4.207 1.357 -1.301
H 0.652 2.208 0.885
H 1.001 2.044 -0.838
H 2.015 3.087 0.177
H 2.017 -1.806 3.130
H 3.728 -1.881 2.703
H 2.820 -3.378 2.987
H 0.511 -4.129 1.291
H 1.843 -4.926 0.441
H 0.661 -3.943 -0.443
H 4.817 -2.469 0.119
H 3.941 -3.575 -0.956
H 4.343 -4.089 0.689
Te -2.029 0.642 -0.518
C -3.934 0.352 0.390
C -4.991 -0.020 -0.435
C -6.254 -0.243 0.100
C -6.467 -0.092 1.466
C -5.415 0.291 2.286
C -4.149 0.508 1.751
C -2.219 2.747 -0.077
C -2.573 3.580 -1.135
C -2.786 4.940 -0.923
C -2.639 5.472 0.352
C -2.271 4.647 1.408
C -2.057 3.291 1.193
H -4.822 -0.148 -1.497
H -7.071 -0.537 -0.550
H -7.447 -0.280 1.888
H -5.568 0.401 3.354
H -3.335 0.793 2.402
H -2.688 3.160 -2.131
H -3.066 5.581 -1.751
H -2.807 6.530 0.521
H -2.148 5.063 2.400
H -1.761 2.656 2.019
*
```

---

No. 3
Here is C22H38Cl3IrN3O3SSi2 as an isolated structure from the OMol25 dataset. Energies are from ωB97M-V/def2-TZVPD.

Values from the calculation:
Electronic energy ... -101026.12307 eV
E_HOMO (alpha / beta) ... -12.96 / -12.94 eV
LUMO (alpha / beta) ... -5.985 / -6.721 eV
Relative energy (zero: lowest compared OMol25 entry of this formula, charge and spin) ... 43.6 kcal/mol
Strongest force on any atom ... 0.036 Eh/bohr

```
! RIJCOSX wB97M-V def2-TZVPD def2/J DEFGRID3
* xyz 2 2
Ir -0.849 0.856 0.092
Cl 2.450 -3.678 5.688
C 1.690 -2.714 4.477
C 2.160 -2.740 3.183
C 1.537 -1.950 2.226
Cl 2.343 -2.034 0.663
C 0.436 -1.104 2.482
O -0.202 -0.345 1.633
C 0.007 -1.141 3.832
Cl -1.365 -0.196 4.286
C 0.605 -1.915 4.801
H 3.007 -3.360 2.925
H 0.226 -1.900 5.813
C -2.921 4.251 -1.792
C -2.073 3.781 -2.976
C -1.611 2.392 -2.552
O -1.769 2.353 -1.094
C -2.171 3.669 -0.617
H -3.927 3.833 -1.844
H -3.000 5.334 -1.727
H -1.220 4.445 -3.116
H -2.631 3.748 -3.908
H -0.568 2.192 -2.794
H -2.228 1.601 -2.971
H -1.280 4.254 -0.379
H -2.764 3.533 0.283
C -0.055 -4.658 -2.569
Si 0.664 -4.162 -0.920
C 2.247 -5.094 -0.617
C -0.567 -4.333 0.467
C 1.057 -2.262 -1.045
Si 2.290 -1.273 -2.200
C 3.982 -2.048 -2.058
C 2.247 0.524 -1.665
C 1.732 -1.482 -3.971
H -0.184 -5.744 -2.556
H 0.600 -4.421 -3.408
H -1.037 -4.219 -2.750
H 1.987 -6.141 -0.442
H 2.803 -4.750 0.253
H 2.908 -5.066 -1.484
H -0.614 -5.365 0.820
H -1.571 -4.051 0.140
H -0.306 -3.706 1.323
H 0.407 -1.650 -0.426
H 4.413 -2.121 -1.062
H 4.667 -1.437 -2.653
H 3.979 -3.046 -2.501
H 2.921 0.722 -0.832
H 1.229 0.811 -1.360
H 2.518 1.186 -2.491
H 1.386 -2.493 -4.189
H 2.592 -1.293 -4.617
H 0.960 -0.758 -4.236
C -3.778 -0.519 0.453
N -3.702 -0.944 -0.938
C -2.652 -0.872 -1.769
N -2.843 -1.295 -3.032
O -1.507 -0.425 -1.477
H -4.368 -1.242 1.011
H -4.232 0.469 0.541
H -2.784 -0.504 0.899
H -4.578 -1.216 -1.357
H -3.707 -1.701 -3.346
H -2.053 -1.307 -3.654
S 0.969 4.206 2.470
C -0.563 3.790 3.098
C -1.084 2.747 2.412
N -0.283 2.301 1.385
C 0.839 2.984 1.317
H -0.993 4.313 3.935
H -2.030 2.266 2.593
H 1.603 2.786 0.580
*
```

---

Question: What is the formula in the third record?
Answer: C22H38Cl3IrN3O3SSi2

---

Question: Which of these has the highest electronic energy?
Answer: C22H37N4O6PPdS

---

Question: Number 3 is which compound?
Answer: C22H38Cl3IrN3O3SSi2